17
Properties=species:S:1:pos:R:3:forces:R:3 method="wB97M-V/def2-TZVPD" charge=0 total_energy_ev=-9441.0371 smiles=C[C@@H](O)[C@H]1CCO1 lumo_ev=1.0068 homo_energy_ev=-9.83 relative_energy_ev=2.0059
O -0.3376 -1.1831 0.5262 0.0 0.0 0.1
O 1.6619 0.8868 -0.1356 0.1 -0.2 0.0
C -0.3456 -0.7045 -1.5510 0.0 0.1 -0.1
C -0.3053 -1.9652 -0.6787 0.0 -0.3 -0.2
C -0.6107 0.0226 -0.2225 -0.1 0.3 0.0
C 0.1570 1.3895 1.7168 0.0 0.0 0.0
C 0.3155 1.1493 0.2165 -0.3 0.1 0.0
H 0.3378 0.4594 2.2659 0.0 0.1 -0.1
H 0.5954 -2.5879 -0.7273 -0.1 0.1 0.0
H 0.0474 2.0565 -0.3385 0.0 -0.1 0.1
H -0.8578 1.7311 1.9534 0.1 0.0 -0.1
H 1.8348 -0.0387 0.0730 0.1 0.0 0.2
H -1.1328 -0.6522 -2.3050 0.1 0.0 0.1
H -1.1907 -2.6080 -0.7655 0.1 0.1 0.0
H 0.8698 2.1453 2.0569 -0.1 -0.1 -0.1
H 0.6177 -0.4382 -1.9921 -0.2 0.0 0.0
H -1.6567 0.3370 -0.0925 0.1 -0.1 0.0



17
Properties=species:S:1:pos:R:3:forces:R:3 method="wB97M-V/def2-TZVPD" charge=0 total_energy_ev=-9437.5720 lumo_ev=1.0102 homo_energy_ev=-8.12 relative_energy_ev=5.4710
O -0.7090 0.9842 1.6359 0.9 -0.1 1.9
O 1.4425 -0.6355 1.1879 -0.8 -1.7 1.3
C 1.9907 0.4202 0.4348 0.7 0.9 0.5
C 0.3467 -0.7674 0.2682 0.0 -2.0 0.8
C -2.0450 0.0543 0.0579 -0.9 0.2 -2.0
C 0.7826 0.4515 -0.3984 -2.6 2.1 -1.6
C -0.6767 0.2407 0.5053 2.5 0.9 0.3
H -2.0214 -0.5257 -0.8586 -0.4 -0.2 -0.3
H 0.1000 0.6785 2.0792 -0.1 0.5 0.7
H -2.5428 1.0045 -0.1377 0.1 0.1 -0.1
H -0.3431 -1.1911 -3.0552 1.1 0.4 1.1
H 0.5938 1.0326 -1.2716 0.1 -0.6 -1.0
H 0.1969 -0.9892 -2.5039 -1.2 -0.4 -1.2
H -2.6626 -0.4511 0.8016 0.4 -0.2 0.2
H 2.2905 1.2431 1.0772 0.0 0.4 0.0
H 0.1434 -1.7600 -0.0996 0.0 -0.4 -0.1
H 2.8641 0.0392 -0.0889 0.2 0.2 -0.3